A 8-piece molecular cluster, C16H32Br16 overall at a distorted geometry, computed with ωB97M-V/def2-TZVPD.

```
64
Properties=species:S:1:pos:R:3:forces:R:3
Br 17.2151 -17.9103 -2.7619 0.2 0.1 -0.4
C 16.1742 -18.9463 -4.0636 0.6 -0.3 0.6
C 16.9329 -20.2303 -4.2426 -0.2 -0.8 -0.6
Br 15.8141 -21.3210 -5.4987 0.5 0.2 0.6
H 16.0823 -18.4796 -5.0396 0.0 0.5 0.3
H 15.2293 -19.0432 -3.5410 -0.1 -0.3 -0.4
H 17.1595 -20.8094 -3.3511 -0.6 0.0 0.1
H 17.8988 -20.1210 -4.7302 -0.2 0.4 -0.3
Br 21.7733 -10.0196 -0.1248 0.0 0.0 -0.1
C 20.2471 -11.1738 -0.3604 -0.6 -0.6 0.4
C 19.9356 -11.8947 0.9486 0.7 0.7 0.0
Br 18.7022 -13.3737 0.5635 0.3 0.6 0.2
H 20.4279 -11.9272 -1.1228 0.3 0.3 -0.2
H 19.4125 -10.5462 -0.6593 0.1 0.0 -0.1
H 19.5705 -11.1794 1.6858 -0.7 -0.3 -0.1
H 20.8417 -12.2802 1.4119 -0.1 -0.5 -0.3
Br 16.3069 -14.3931 -3.0722 -0.6 0.5 0.4
C 14.9629 -14.4969 -1.6030 1.0 -1.5 0.2
C 15.6336 -15.4123 -0.5166 -1.1 1.5 -1.0
Br 14.2449 -15.9499 0.7109 0.2 0.2 0.8
H 14.1112 -15.0075 -2.0348 0.0 0.1 -0.1
H 14.6683 -13.5079 -1.2670 0.3 0.1 0.0
H 16.3720 -14.8056 -0.0012 0.1 -0.4 0.2
H 16.0150 -16.3183 -0.9603 0.2 0.0 0.0
Br 9.5484 -14.2468 1.8197 0.1 -0.4 0.0
C 8.9640 -14.0752 -0.0286 0.0 -0.3 0.7
C 9.7541 -12.9944 -0.7122 -0.5 -0.4 -0.4
Br 11.5851 -13.5435 -1.1335 -0.5 0.1 0.1
H 7.8986 -13.8813 0.0799 0.1 0.5 -0.3
H 9.0275 -15.0264 -0.5543 0.3 -0.1 0.2
H 9.8317 -12.0928 -0.1153 -0.1 0.1 -0.1
H 9.2135 -12.8542 -1.6491 0.5 0.5 -0.2
Br 8.7492 -19.4278 -0.3027 0.8 0.3 -0.4
C 10.4910 -18.9928 -1.1110 1.0 0.6 0.0
C 10.7012 -17.4989 -1.2788 -0.2 0.7 0.0
Br 12.5354 -17.0747 -1.9937 -1.3 -0.9 -0.1
H 10.6363 -19.5100 -2.0545 -0.4 -0.2 0.1
H 11.3018 -19.2678 -0.4382 -0.4 -0.6 0.2
H 10.6216 -16.9901 -0.3188 0.3 -0.1 0.1
H 10.0049 -16.9815 -1.9348 0.1 -0.3 -0.3
Br 19.0919 -9.6358 -3.4779 -0.3 0.0 0.3
C 18.5450 -11.4678 -3.8047 1.0 -0.3 -1.5
C 17.9900 -11.6588 -5.2250 0.5 -0.7 -0.1
Br 19.4103 -11.2646 -6.5847 -0.7 0.2 0.5
H 17.9880 -11.9119 -2.9867 -0.5 0.4 -0.1
H 19.4871 -12.0125 -3.8728 0.1 0.1 0.4
H 17.0500 -11.2043 -5.5203 0.2 0.5 0.2
H 17.8882 -12.7245 -5.4226 -0.2 -0.1 0.4
Br 13.7574 -11.1006 1.3492 0.1 -0.3 0.1
C 15.5822 -11.5652 0.8873 0.4 1.2 -0.2
C 16.2890 -10.3606 0.2358 0.2 -1.4 -0.1
Br 15.5527 -10.1634 -1.5692 0.3 0.3 0.4
H 15.5872 -12.3673 0.1576 -0.2 -0.1 0.2
H 16.1294 -11.8679 1.7774 -0.2 0.0 0.1
H 17.3206 -10.6918 0.1127 0.0 0.2 -0.3
H 16.3125 -9.4408 0.8108 -0.5 0.1 -0.2
Br 18.6435 -17.9938 2.5839 -0.1 0.0 0.2
C 18.6577 -16.1044 3.0602 0.0 0.0 0.1
C 19.9876 -15.7796 3.7015 0.4 -0.2 -0.3
Br 20.1129 -13.8807 4.1285 0.0 -0.1 0.0
H 17.8171 -15.8445 3.6990 0.0 -0.4 0.1
H 18.5110 -15.6164 2.1072 0.2 0.3 0.0
H 20.8067 -16.0220 3.0270 -0.1 0.3 -0.1
H 20.2180 -16.3045 4.6242 -0.5 0.0 0.1
```
Forces are in eV/Å.

DFT total energy	-1137791.1151	eV
SMILES	BrCCBr.BrCCBr.BrCCBr.BrCCBr.BrCCBr.BrCCBr.BrCCBr.BrCCBr
LUMO	0.1948	eV
net charge	0
orbital gap	0.366	hartree

natural (NBO) charges, unit e, in atom order: number 1, Br, carries -0.026; number 2, C, carries -0.438; number 3, C, carries -0.412; number 4, Br, carries -0.046; number 5, H, carries 0.235; number 6, H, carries 0.236; number 7, H, carries 0.231; number 8, H, carries 0.227; number 9, Br, carries 0.022; number 10, C, carries -0.469; number 11, C, carries -0.441; number 12, Br, carries -0.028; number 13, H, carries 0.226; number 14, H, carries 0.229; number 15, H, carries 0.226; number 16, H, carries 0.239; number 17, Br, carries -0.050; number 18, C, carries -0.415; number 19, C, carries -0.468; number 20, Br, carries 0.008; number 21, H, carries 0.230; number 22, H, carries 0.227; number 23, H, carries 0.216; number 24, H, carries 0.243; number 25, Br, carries -0.015; number 26, C, carries -0.448; number 27, C, carries -0.446; number 28, Br, carries -0.008; number 29, H, carries 0.235; number 30, H, carries 0.220; number 31, H, carries 0.236; number 32, H, carries 0.227; number 33, Br, carries 0.005; number 34, C, carries -0.455; number 35, C, carries -0.404; number 36, Br, carries -0.042; number 37, H, carries 0.229; number 38, H, carries 0.228; number 39, H, carries 0.225; number 40, H, carries 0.218; number 41, Br, carries 0.001; number 42, C, carries -0.481; number 43, C, carries -0.409; number 44, Br, carries -0.040; number 45, H, carries 0.250; number 46, H, carries 0.222; number 47, H, carries 0.230; number 48, H, carries 0.226; number 49, Br, carries 0.005; number 50, C, carries -0.454; number 51, C, carries -0.438; number 52, Br, carries -0.008; number 53, H, carries 0.213; number 54, H, carries 0.232; number 55, H, carries 0.211; number 56, H, carries 0.234; number 57, Br, carries -0.008; number 58, C, carries -0.447; number 59, C, carries -0.442; number 60, Br, carries -0.021; number 61, H, carries 0.230; number 62, H, carries 0.231; number 63, H, carries 0.227; number 64, H, carries 0.232

=====

One molecule with the formula C5H7N at a distorted geometry, computed with ωB97M-V/def2-TZVPD.

```
13
Properties=species:S:1:pos:R:3:forces:R:3
C 0.6266 -1.8205 0.3381 0.2 -0.1 0.9
C 1.7492 0.5818 0.0061 -1.4 1.2 -3.5
C 0.7269 0.2288 -0.7862 0.9 0.8 0.5
C -0.2440 -0.7967 -0.2351 2.0 -0.6 -1.9
C -1.1316 -0.1090 0.7390 -0.5 -2.4 0.3
N 1.4150 -2.4955 0.8301 -0.2 -0.3 -0.1
H 2.1883 0.0625 0.7862 0.3 -0.7 1.6
H 2.1334 1.4776 -0.3971 1.6 0.8 0.2
H 0.5850 0.7938 -1.7611 -0.4 -0.8 1.5
H -0.5996 -1.2794 -1.1261 -1.5 -0.3 -0.2
H -1.9821 0.2584 0.2984 -2.0 1.1 -1.2
H -0.6079 0.6490 1.1761 1.3 2.1 1.2
H -1.4533 -0.7584 1.5191 -0.3 -0.7 0.6
```
Forces are in eV/Å.

DFT total energy	-6786.4707	eV
SMILES	C=C[C@H](C)C#N
LUMO	0.9499	eV
net charge	0
orbital gap	0.404	hartree

natural (NBO) charges, unit e, in atom order: number 1, C, carries 0.300; number 2, C, carries -0.392; number 3, C, carries -0.160; number 4, C, carries -0.382; number 5, C, carries -0.582; number 6, N, carries -0.339; number 7, H, carries 0.218; number 8, H, carries 0.200; number 9, H, carries 0.222; number 10, H, carries 0.250; number 11, H, carries 0.220; number 12, H, carries 0.223; number 13, H, carries 0.222

=====

A 2-piece molecular cluster, C7H15NO overall at a distorted geometry, computed with ωB97M-V/def2-TZVPD.

```
24
Properties=species:S:1:pos:R:3:forces:R:3
C 1.2862 -0.1939 -0.7405 -4.5 -0.6 -1.5
C 0.6414 1.7844 0.5876 -0.9 0.4 -0.9
C 3.0740 1.2705 0.0786 -2.4 -0.7 -0.5
C -2.7358 -2.0494 -0.1906 1.1 1.2 0.4
C -3.1743 0.4209 0.2868 2.3 2.4 -0.1
C 1.6137 1.2043 -0.5028 1.1 0.2 3.1
C -2.1885 -0.7483 0.4940 -4.1 -1.0 -0.8
N 2.0534 -1.1567 -0.8028 2.6 -0.8 0.7
O -1.2120 -0.6859 1.1572 1.3 0.0 0.6
H 0.5582 1.1543 1.4742 0.6 0.2 0.1
H -0.4354 1.8264 0.2721 0.9 0.0 -0.3
H 0.9268 2.8346 0.8098 0.0 -0.7 0.2
H 3.2084 0.7754 1.0461 -0.5 0.8 0.1
H 3.2006 2.2944 -0.0405 1.5 1.9 0.7
H 3.6684 0.6892 -0.5508 1.3 -0.5 -1.3
H -3.5257 -1.7101 -0.9111 0.7 -0.9 0.7
H -1.7969 -2.3613 -0.6915 -0.9 -0.7 0.0
H -3.0824 -2.7577 0.6174 0.4 0.6 -1.1
H -4.1770 0.3584 0.7449 0.4 -0.6 -0.7
H -2.6436 1.2330 0.9106 -1.0 -0.6 -1.3
H -3.1662 0.7170 -0.8597 -0.3 -0.5 2.4
H 1.4906 1.8097 -1.3910 0.2 0.0 -0.4
H 1.9126 -2.1651 -0.8784 -1.1 0.9 -0.3
H 0.1372 -0.2236 -0.9192 1.3 -0.7 0.2
```
Forces are in eV/Å.

DFT total energy	-11037.6393	eV
SMILES	[H]/N=C/C(C)C.CC(C)=O
LUMO	0.7427	eV
net charge	0
orbital gap	0.351	hartree

natural (NBO) charges, unit e, in atom order: number 1, C, carries 0.204; number 2, C, carries -0.604; number 3, C, carries -0.613; number 4, C, carries -0.739; number 5, C, carries -0.759; number 6, C, carries -0.290; number 7, C, carries 0.625; number 8, N, carries -0.675; number 9, O, carries -0.539; number 10, H, carries 0.228; number 11, H, carries 0.200; number 12, H, carries 0.209; number 13, H, carries 0.218; number 14, H, carries 0.202; number 15, H, carries 0.223; number 16, H, carries 0.219; number 17, H, carries 0.237; number 18, H, carries 0.247; number 19, H, carries 0.246; number 20, H, carries 0.230; number 21, H, carries 0.235; number 22, H, carries 0.217; number 23, H, carries 0.379; number 24, H, carries 0.102

=====

An isolated ion of composition C4H12N2O2 and charge +2 at a distorted geometry, computed with ωB97M-V/def2-TZVPD.

```
20
Properties=species:S:1:pos:R:3:forces:R:3
O -1.8610 2.3272 0.3000 -0.1 0.3 -0.2
C -1.3629 1.2977 -0.0031 0.8 -1.0 0.3
O -1.6863 0.4427 -0.9873 0.4 0.0 0.0
C -0.2320 0.6270 0.8678 -1.6 0.6 -0.8
C 0.8352 -0.1477 0.0999 2.1 1.4 1.3
C 0.5455 -1.5887 -0.2125 -1.0 -0.5 0.5
N 0.3729 -1.8874 -1.6901 0.5 -0.4 1.3
N 0.3561 1.7672 1.6640 -0.1 -0.9 -0.9
H -2.4100 0.7607 -1.5457 -0.3 0.3 0.0
H -0.8871 0.0352 1.5021 0.6 -0.5 0.6
H 1.7367 -0.1697 0.7749 -0.7 -0.1 -0.4
H 1.2300 0.4961 -0.7062 -0.4 -0.6 -0.2
H -0.4207 -1.8524 0.2621 0.6 -0.1 -0.3
H 1.3202 -2.2382 0.2261 -0.3 0.1 -0.6
H -0.0598 -2.8132 -1.7267 -0.1 0.0 -0.5
H -0.2413 -1.1788 -2.1007 0.2 -0.1 -0.3
H 1.3009 -1.9661 -2.1217 -0.4 0.3 -0.4
H 1.0687 1.4534 2.3262 -0.1 0.1 0.2
H 0.7901 2.3479 0.9422 0.1 0.6 0.5
H -0.3951 2.2872 2.1287 0.1 0.2 0.0
```
Forces are in eV/Å.

DFT total energy	-11401.3170	eV
SMILES	[NH3+]CC[C@@H]([NH3+])C(=O)O
LUMO	-6.8601	eV
net charge	+2
orbital gap	0.447	hartree

natural (NBO) charges, unit e, in atom order: number 1, O, carries -0.498; number 2, C, carries 0.779; number 3, O, carries -0.714; number 4, C, carries -0.152; number 5, C, carries -0.474; number 6, C, carries -0.231; number 7, N, carries -0.668; number 8, N, carries -0.664; number 9, H, carries 0.544; number 10, H, carries 0.265; number 11, H, carries 0.258; number 12, H, carries 0.258; number 13, H, carries 0.245; number 14, H, carries 0.269; number 15, H, carries 0.464; number 16, H, carries 0.463; number 17, H, carries 0.460; number 18, H, carries 0.460; number 19, H, carries 0.452; number 20, H, carries 0.486